Run A
{
  "formula": "C6H9F",
  "method": "wB97M-V/def2-TZVPD",
  "total_charge": 0,
  "homo_energy_ev": -9.17,
  "spin_multiplicity": 1,
  "orbital_gap_ev": 10.2,
  "species": ["F", "C", "C", "C", "C", "C", "C", "H", "H", "H", "H", "H", "H", "H", "H", "H"],
  "coordinates": [[-0.94881, -1.40301, -1.34665], [1.09778, -0.28982, 0.01898], [-2.11315, 0.67594, 0.18608], [1.16500, 0.38628, -1.28741], [-1.32917, -0.13108, 0.78174], [1.78061, 0.03098, 1.12466], [-0.55317, -1.21107, -0.01771], [-2.68677, 1.43955, 0.71679], [1.48545, -0.30840, 2.18510], [0.79529, -0.36017, -2.05042], [2.51154, 0.77909, 1.06370], [0.45483, 1.27241, -1.36959], [-1.17515, -0.27190, 1.84967], [-0.38957, -2.14414, 0.51803], [2.15454, 0.67398, -1.44627], [-2.24926, 0.86135, -0.92670]],
  "mulliken_charge": [-0.298, 0.454, -0.721, -1.202, -0.173, -0.705, 0.009, 0.272, 0.201, 0.297, 0.314, 0.185, 0.298, 0.378, 0.466, 0.226]
}

=====

Run B
{
  "formula": "C6H9F",
  "method": "wB97M-V/def2-TZVPD",
  "total_charge": 0,
  "homo_energy_ev": -10.60,
  "spin_multiplicity": 1,
  "orbital_gap_ev": 11.6,
  "species": ["F", "C", "C", "C", "C", "C", "C", "H", "H", "H", "H", "H", "H", "H", "H", "H"],
  "coordinates": [[2.39070, 0.26118, -0.02415], [-1.16839, 0.73666, -0.01827], [1.04392, 0.02710, -0.06834], [0.35259, -0.78929, 1.05084], [0.20913, 1.31410, -0.04590], [0.29444, -0.87981, -1.06270], [-0.79126, -0.77300, 0.00596], [-1.59787, -1.45338, 0.08036], [0.37296, 1.99321, -0.93243], [-1.77063, 1.01689, 0.91535], [0.30443, -0.24682, 2.00056], [0.74196, -1.83558, -1.14275], [0.75954, -1.83654, 1.23944], [0.16154, -0.40744, -2.02617], [0.42724, 1.84335, 0.93703], [-1.73032, 1.02937, -0.90882]],
  "mulliken_charge": [-0.398, -0.660, 0.339, -0.551, -0.609, -0.567, -0.411, 0.503, 0.292, 0.287, 0.289, 0.340, 0.260, 0.287, 0.281, 0.317]
}

=====

How far above the most stable structure does each one sit? In eV: run A 2.216; run B 0.000.

=====

Run A
{
  "formula": "C10H20Cl10",
  "method": "wB97M-V/def2-TZVPD",
  "total_charge": 0,
  "homo_energy_ev": -10.56,
  "spin_multiplicity": 1,
  "orbital_gap_ev": 10.8,
  "species": ["Cl", "Cl", "Cl", "Cl", "Cl", "Cl", "Cl", "Cl", "Cl", "Cl", "C", "C", "C", "C", "C", "C", "C", "C", "C", "C", "H", "H", "H", "H", "H", "H", "H", "H", "H", "H", "H", "H", "H", "H", "H", "H", "H", "H", "H", "H"],
  "coordinates": [[27.83265, 12.13889, 22.66699], [24.50077, 17.54685, 12.14973], [27.54907, 20.67367, 25.22281], [33.88637, 18.89556, 21.51657], [22.14660, 16.28051, 10.17460], [28.89915, 20.03654, 17.67089], [28.49257, 13.54826, 19.46333], [24.60502, 18.77523, 24.90749], [31.24142, 21.64044, 15.80434], [32.87755, 17.55281, 24.45291], [28.08744, 14.31211, 20.98563], [29.88854, 20.64119, 15.20737], [25.04865, 20.31528, 24.17081], [26.52368, 20.47085, 23.85241], [34.10882, 19.66405, 23.09031], [29.67853, 19.50607, 16.17708], [34.35393, 18.62387, 24.11913], [22.85381, 18.21521, 12.07714], [21.71671, 17.12401, 11.77861], [27.07512, 13.54565, 21.89155], [26.22736, 13.14012, 21.33933], [26.79057, 21.24378, 23.13167], [34.57304, 19.18538, 25.02732], [27.48411, 15.20130, 20.80273], [30.56950, 18.93737, 16.44324], [22.74520, 18.63483, 13.07724], [35.13730, 17.87953, 23.97630], [28.85891, 19.01045, 15.65683], [33.21896, 20.22688, 23.37224], [29.04546, 21.32103, 15.33034], [28.98496, 14.75533, 21.41704], [22.77422, 19.07841, 11.41635], [21.76846, 16.33881, 12.53286], [34.95882, 20.33889, 22.98935], [20.75962, 17.62949, 11.64988], [26.92627, 19.49584, 23.57785], [24.40488, 20.42699, 23.29835], [24.69423, 21.13845, 24.79119], [30.10691, 20.23820, 14.21842], [26.74634, 14.16289, 22.72763]],
  "mulliken_charge": [-0.195, -0.168, -0.180, -0.182, -0.193, -0.187, -0.174, -0.177, -0.193, -0.188, -0.376, -0.457, -0.365, -0.427, -0.360, -0.377, -0.480, -0.466, -0.413, -0.433, 0.310, 0.327, 0.283, 0.242, 0.355, 0.296, 0.345, 0.245, 0.295, 0.306, 0.357, 0.331, 0.301, 0.287, 0.312, 0.231, 0.291, 0.300, 0.307, 0.270]
}

=====

Run B
{
  "formula": "C10H20Cl10",
  "method": "wB97M-V/def2-TZVPD",
  "total_charge": 0,
  "homo_energy_ev": -10.75,
  "spin_multiplicity": 1,
  "orbital_gap_ev": 11.0,
  "species": ["Cl", "Cl", "Cl", "Cl", "Cl", "Cl", "Cl", "Cl", "Cl", "Cl", "C", "C", "C", "C", "C", "C", "C", "C", "C", "C", "H", "H", "H", "H", "H", "H", "H", "H", "H", "H", "H", "H", "H", "H", "H", "H", "H", "H", "H", "H"],
  "coordinates": [[8.03981, -4.02603, 2.94261], [-5.87754, 2.90997, -3.99703], [-8.97967, 3.63629, -4.68284], [4.20901, 3.21311, 5.35521], [4.77295, -5.11635, 2.84330], [-1.80786, -0.48921, -9.12430], [-0.61080, -0.27894, 2.72148], [-0.75210, -3.05705, -5.78555], [-2.74076, -0.67448, 0.33253], [3.91063, 2.32661, 9.56572], [5.34365, -3.54499, 3.47643], [4.53998, 2.97504, 8.07401], [-8.48749, 2.38463, -3.60068], [-1.37179, -2.44884, -7.32431], [-1.18853, 0.03981, 0.02863], [-0.83580, 0.80873, 1.32026], [-7.16275, 1.66991, -4.10862], [3.89976, 2.27173, 6.84519], [6.56914, -3.05862, 2.63703], [-1.36389, -0.94648, -7.44492], [-2.39921, -2.81210, -7.30104], [-0.57013, -0.83727, -0.16222], [-1.85142, -0.24562, -6.76727], [4.37045, 4.04328, 8.20899], [0.02744, 1.47196, 1.26501], [-1.24698, 0.66085, -0.86523], [-0.82415, -3.01903, -8.07469], [-1.64306, 1.46067, 1.65402], [-0.34030, -0.57183, -7.44169], [-6.97304, 0.81026, -3.46590], [4.35995, 1.28603, 6.77643], [4.52327, -2.82893, 3.42808], [2.83376, 2.13389, 7.02615], [5.61881, 2.85855, 8.17719], [-7.12965, 1.30017, -5.13346], [5.48371, -3.72927, 4.54157], [6.76880, -1.98972, 2.71252], [6.39993, -3.16174, 1.56519], [-9.31175, 1.67454, -3.53379], [-8.20241, 2.90057, -2.68382]],
  "mulliken_charge": [-0.177, -0.187, -0.162, -0.200, -0.180, -0.201, -0.181, -0.199, -0.182, -0.195, -0.388, -0.432, -0.463, -0.427, -0.348, -0.453, -0.391, -0.382, -0.439, -0.409, 0.293, 0.266, 0.358, 0.310, 0.317, 0.286, 0.324, 0.294, 0.260, 0.279, 0.286, 0.273, 0.309, 0.303, 0.314, 0.299, 0.318, 0.295, 0.305, 0.305]
}

=====

How far above the most stable structure does each one sit? In eV: run A 0.217; run B 0.000.

=====

Run A
{
  "formula": "C4H8N4O",
  "method": "wB97M-V/def2-TZVPD",
  "total_charge": 0,
  "homo_energy_ev": -9.83,
  "spin_multiplicity": 1,
  "orbital_gap_ev": 10.5,
  "species": ["O", "N", "N", "N", "N", "C", "C", "C", "C", "H", "H", "H", "H", "H", "H", "H", "H"],
  "coordinates": [[0.49368, 3.03281, -1.26785], [0.21050, -0.19613, 0.08898], [-1.95167, -0.42445, -0.82776], [0.39910, 0.75844, -0.85809], [1.40945, -1.60906, 1.59550], [-1.29682, -2.05435, 0.84395], [0.36931, 2.08780, -0.51295], [-1.09350, -0.80838, 0.01706], [1.33799, -0.63174, 0.78873], [-1.16919, -1.83805, 1.94401], [2.31480, -1.60452, 2.09121], [0.25614, 2.23105, 0.63764], [-0.41610, -2.74308, 0.66191], [0.50253, 0.46181, -1.81610], [-1.67710, 0.40937, -1.28977], [-2.24655, -2.57106, 0.59279], [2.11258, 0.13037, 0.50994]],
  "mulliken_charge": [-0.534, 0.211, -0.693, -0.630, -0.563, -0.993, 0.198, 0.593, 0.092, 0.291, 0.254, 0.283, 0.290, 0.239, 0.305, 0.306, 0.351]
}

=====

Run B
{
  "formula": "C4H8N4O",
  "method": "wB97M-V/def2-TZVPD",
  "total_charge": 0,
  "homo_energy_ev": -8.33,
  "spin_multiplicity": 1,
  "orbital_gap_ev": 9.0,
  "species": ["O", "N", "N", "N", "N", "C", "C", "C", "C", "H", "H", "H", "H", "H", "H", "H", "H"],
  "coordinates": [[2.23701, 0.54573, 1.62477], [-0.52169, -1.58695, 0.99110], [1.12370, 0.22631, 0.83711], [-1.27859, -1.20197, -0.10128], [0.69453, 0.77900, -1.50994], [-1.54563, 0.22888, -0.29024], [0.50354, -0.91984, 1.36725], [-0.74781, 0.82492, -1.48651], [1.41659, 0.50818, -0.52120], [1.03270, -1.28581, 2.22182], [-1.05234, 0.33047, -2.43907], [2.50150, 0.45832, -0.66505], [-1.40432, 0.79437, 0.65115], [2.81994, -0.22209, 1.55053], [-1.02804, 1.86452, -1.62663], [-2.14981, -1.72140, -0.03473], [-2.60125, 0.37736, -0.56909]],
  "mulliken_charge": [-0.440, -0.604, 0.042, -0.178, -0.471, -0.543, 0.006, -0.546, 0.070, 0.400, 0.331, 0.286, 0.312, 0.332, 0.342, 0.281, 0.381]
}

=====

How far above the most stable structure does each one sit? In eV: run A 0.000; run B 2.309.

=====

Run A
{
  "formula": "C10H10N2OS",
  "method": "wB97M-V/def2-TZVPD",
  "total_charge": 0,
  "homo_energy_ev": -8.45,
  "spin_multiplicity": 1,
  "orbital_gap_ev": 9.2,
  "species": ["S", "O", "N", "N", "C", "C", "C", "C", "C", "C", "C", "C", "C", "C", "H", "H", "H", "H", "H", "H", "H", "H", "H", "H"],
  "coordinates": [[-3.12155, 0.91998, 0.59504], [-1.75319, -1.30836, 1.15486], [-1.77895, 0.11058, 1.26866], [-2.73565, 1.28639, -0.87896], [2.92744, -0.89053, 0.82114], [0.48400, -0.45445, 0.93333], [2.03136, 0.30600, 2.66700], [-1.80758, 1.10856, -3.07104], [3.09930, -0.23671, 2.01886], [-1.89298, 0.69755, -1.62126], [-0.85767, -0.55134, 0.33252], [0.74489, 0.25840, 2.13527], [1.59406, -0.95270, 0.25497], [-1.09069, -0.56120, -1.18648], [3.90750, -1.18751, 0.24235], [-0.07498, 0.62357, 2.75214], [1.46179, -1.59312, -0.73514], [-0.07364, -0.58201, -1.73460], [-0.93952, 1.71348, -3.32607], [-2.58521, 1.78071, -3.45530], [-1.81176, 0.29670, -3.85836], [4.11991, -0.11075, 2.44808], [1.97054, 0.69885, 3.70584], [-1.81742, -1.37209, -1.46284]],
  "mulliken_charge": [-0.019, -0.452, -0.252, -0.528, -0.604, -0.173, -0.504, -1.263, -0.263, 0.696, 1.180, -0.231, -0.144, -0.495, 0.238, 0.388, 0.206, 0.295, 0.294, 0.389, 0.299, 0.317, 0.290, 0.337]
}

=====

Run B
{
  "formula": "C10H10N2OS",
  "method": "wB97M-V/def2-TZVPD",
  "total_charge": 0,
  "homo_energy_ev": -8.44,
  "spin_multiplicity": 1,
  "orbital_gap_ev": 8.6,
  "species": ["S", "O", "N", "N", "C", "C", "C", "C", "C", "C", "C", "C", "C", "C", "H", "H", "H", "H", "H", "H", "H", "H", "H", "H"],
  "coordinates": [[5.07584, 0.66584, -1.60764], [0.32316, -0.90355, 2.68896], [2.55498, -0.08068, -0.58330], [0.76708, -0.99092, 1.49681], [-0.97175, 1.22463, -0.79154], [-0.86380, 0.36493, 0.33638], [-2.97122, 2.18165, 0.30873], [1.36193, -0.88135, -0.82802], [-2.78296, 1.29773, 1.39337], [-2.10680, 2.08000, -0.83424], [0.34538, -0.61802, 0.32560], [1.59613, -2.39713, -0.76980], [-1.74477, 0.39402, 1.44563], [3.62832, 0.15183, -1.11618], [-3.78927, 2.86877, 0.34250], [0.50113, -2.85383, -0.69807], [-0.39480, 1.13378, -1.73246], [2.22867, -2.55694, 0.11604], [-3.41545, 1.48606, 2.17872], [0.90272, -0.63820, -1.79957], [1.69119, -1.56326, 1.44386], [-2.16191, 2.75879, -1.65690], [-1.76988, -0.43317, 2.08257], [1.99606, -2.69101, -1.74143]],
  "mulliken_charge": [-0.316, -0.702, -0.288, 0.346, -0.563, 0.940, -0.479, -0.271, -0.519, -0.575, 0.189, -1.220, -0.481, 0.397, 0.389, 0.255, 0.173, 0.437, 0.458, 0.424, 0.159, 0.385, 0.445, 0.419]
}

=====

How far above the most stable structure does each one sit? In eV: run A 0.507; run B 0.000.